Record 1
The following is a quantum chemistry calculation of C43H117HgN10O11 as an isolated structure in a non-equilibrium geometry, from the OMol25 dataset.

Structure (ORCA input):
```
! RIJCOSX wB97M-V def2-TZVPD def2/J DEFGRID3
* xyz 1 1
Hg 1.57039 6.33089 2.68778
C 0.07221 -0.47419 1.19845
C 0.65666 0.72675 0.43050
C 0.03025 0.80554 -1.00285
O 0.54662 1.94144 1.09022
H -1.01657 -0.44088 1.15901
H 0.41795 -0.35236 2.22496
H 0.56485 -1.39106 0.87481
H 1.69291 0.47915 0.20029
H 0.67235 1.40955 -1.64393
H -1.00608 1.13389 -1.08223
H 0.13816 -0.15282 -1.51079
C 4.73434 -6.94982 3.77803
C 3.23518 -6.86534 4.07239
C 2.73792 -5.47840 4.26399
O 3.42294 -4.94562 5.44590
C 2.48586 -4.92587 6.58460
N 2.65243 -7.54150 2.92399
H 4.99024 -6.47387 2.83140
H 5.14938 -7.95515 3.84976
H 5.26575 -6.47348 4.60193
H 2.97057 -7.45614 4.94934
H 1.64820 -5.50316 4.26116
H 3.05226 -4.86980 3.41610
H 3.06290 -4.60626 7.45234
H 2.05419 -5.90313 6.80078
H 1.73413 -4.16437 6.37693
H 2.54617 -6.96153 2.10397
H 3.11876 -8.38809 2.63085
C -3.69853 -7.58827 -0.49861
C -4.40142 -7.69809 0.79303
C -3.80831 -6.77311 1.85708
O -4.74923 -6.98765 2.98519
C -4.29797 -6.34234 4.18353
N -5.80021 -7.29596 0.60349
H -4.12743 -8.01725 -1.40423
H -2.67318 -7.94947 -0.41944
H -3.64862 -6.53519 -0.77542
H -4.54360 -8.70205 1.19298
H -3.72212 -5.72021 1.58862
H -2.79300 -7.15358 1.96873
H -4.36382 -5.26670 4.01989
H -3.30016 -6.65475 4.49159
H -4.97978 -6.61793 4.98806
H -6.13576 -7.24219 1.55460
H -5.74462 -6.31233 0.38105
C 4.08387 3.11914 8.22285
C 3.50890 4.34668 7.59178
C 3.82875 5.53344 8.43317
O 3.13597 5.44621 9.63819
C 3.28571 6.52585 10.53362
N 3.82058 4.51443 6.19364
H 3.86884 3.10519 9.29133
H 5.14261 3.05718 7.97121
H 3.67388 2.25197 7.70512
H 2.42525 4.24578 7.65213
H 3.44926 6.41801 7.92168
H 4.89451 5.63978 8.63550
H 4.32405 6.83579 10.65141
H 2.84390 6.30858 11.50611
H 2.85537 7.45014 10.14815
H 4.81905 4.48704 6.04393
H 3.50017 3.66569 5.74971
C 4.97400 -0.09255 -6.24718
C 4.66503 0.96124 -7.26653
C 5.40466 2.34090 -7.14168
O 6.78686 1.97249 -7.19446
C 7.54784 3.11026 -6.93447
N 4.97075 0.45597 -8.62389
H 4.82912 0.34593 -5.25985
H 5.98699 -0.48371 -6.34179
H 4.36832 -0.96712 -6.48458
H 3.61361 1.20399 -7.11266
H 5.23608 2.84099 -6.18797
H 5.11293 3.05869 -7.90835
H 7.61100 3.39919 -5.88535
H 7.31636 3.95621 -7.58170
H 8.57345 2.87641 -7.22000
H 4.56897 -0.46699 -8.70649
H 5.96667 0.33091 -8.51155
C 2.87125 -10.69647 -4.37111
C 3.31060 -10.48187 -2.91206
C 3.89501 -9.06898 -2.49497
O 2.84958 -8.05809 -2.53017
C 3.35186 -6.70760 -2.68528
N 2.42481 -10.94328 -1.84177
H 3.69397 -10.55870 -5.07271
H 1.93827 -10.21950 -4.67139
H 2.74686 -11.77313 -4.48708
H 4.09524 -11.23824 -2.93110
H 4.71974 -8.83448 -3.16798
H 4.29310 -9.17756 -1.48609
H 4.20730 -6.60053 -3.35226
H 3.68787 -6.54133 -1.66177
H 2.52133 -6.08569 -3.01924
H 2.00037 -11.82606 -2.08805
H 1.64434 -10.30301 -1.81002
C -7.84911 -3.48317 -5.45466
C -7.23487 -3.91929 -4.14623
C -7.18031 -2.66013 -3.18465
O -6.67647 -3.13193 -1.93732
C -6.62337 -2.10538 -0.91324
N -7.98903 -4.99945 -3.50416
H -7.26724 -2.62621 -5.79400
H -8.87218 -3.25189 -5.15813
H -7.83339 -4.29359 -6.18341
H -6.25500 -4.37126 -4.30010
H -8.18666 -2.26542 -3.04479
H -6.58218 -1.87802 -3.65225
H -6.64555 -2.68418 0.01013
H -7.45975 -1.40822 -0.96380
H -5.74464 -1.48421 -1.08664
H -8.88266 -4.76524 -3.09589
H -7.48740 -5.29566 -2.67911
C -2.41961 0.74968 7.42088
C -3.54430 0.32199 6.41097
C -5.00585 0.14176 6.91950
O -5.96365 -0.49443 5.95852
C -7.10577 -1.01437 6.65589
N -3.48208 1.32723 5.33152
H -2.56691 1.71711 7.90096
H -1.45065 0.74741 6.92170
H -2.19277 0.07058 8.24275
H -3.26232 -0.60722 5.91582
H -5.37050 1.10185 7.28468
H -5.04002 -0.49499 7.80351
H -7.58930 -0.27639 7.29596
H -6.76636 -1.90990 7.17640
H -7.78850 -1.31297 5.86039
H -4.32279 1.32958 4.77181
H -2.66718 1.27393 4.73720
C -6.73487 5.16359 -10.75213
C -5.71665 5.43683 -9.66213
C -5.34871 4.14056 -8.86766
O -4.29905 4.49207 -7.92913
C -3.75097 3.39711 -7.29134
N -4.54717 5.99749 -10.28652
H -6.53520 4.38120 -11.48432
H -7.00736 6.00579 -11.38818
H -7.68895 4.91989 -10.28475
H -6.22721 6.14723 -9.01193
H -4.97410 3.32535 -9.48667
H -6.27758 3.78937 -8.41825
H -2.93347 3.89031 -6.76547
H -3.35283 2.72778 -8.05396
H -4.29599 2.86177 -6.51386
H -4.14476 5.35516 -10.95403
H -3.87927 5.86701 -9.54020
C 6.30402 4.89462 -1.23384
C 6.58874 6.33697 -0.61007
C 7.49572 7.30265 -1.44814
O 8.84480 6.82960 -1.39615
C 9.80276 7.80265 -1.80151
N 5.27633 6.80630 -0.54109
H 5.52391 4.80956 -1.99033
H 6.01725 4.19288 -0.45063
H 7.25012 4.53274 -1.63640
H 6.95761 6.21216 0.40800
H 7.25999 8.27139 -1.00759
H 7.21053 7.35486 -2.49889
H 10.76476 7.38612 -1.50290
H 9.71800 8.80980 -1.39339
H 9.92909 7.83364 -2.88371
H 5.17192 6.81405 -1.54565
H 5.48265 7.74657 -0.23543
C -2.67348 8.73941 3.70762
C -2.77904 7.26445 3.30476
C -2.70900 6.94851 1.81391
O -1.48654 7.45846 1.28104
C -1.37119 7.18494 -0.12821
N -1.62123 6.69236 4.02568
H -3.00179 8.77903 4.74625
H -3.36228 9.31601 3.09022
H -1.67317 9.17108 3.74166
H -3.67125 6.81250 3.73815
H -3.57769 7.41128 1.34562
H -2.83265 5.89462 1.56465
H -1.31226 6.18052 -0.54749
H -0.45316 7.71076 -0.39059
H -2.20096 7.67812 -0.63453
H -1.66630 5.68593 4.09752
H -1.84167 6.81285 5.00394
*
```

Results
Energy relative to the best compared isomer or geometry (same formula, charge and spin) (kJ/mol): 1173.1
HOMO (eV): -10.16

These are the Mulliken partial charges, in e, on atoms 1 to 2: 0.44, -1.10

Record 2
The following is a quantum chemistry calculation of a 13-piece molecular cluster, C43H122N10O13 overall in a non-equilibrium geometry, from the OMol25 dataset.

Structure (ORCA input):
```
! RIJCOSX wB97M-V def2-TZVPD def2/J DEFGRID3
* xyz 1 2
C -0.32229 -8.80042 0.70632
C 1.11032 -8.29488 0.63326
C 1.16855 -6.75915 0.25065
O 0.78389 -6.56037 -1.10151
C 0.96779 -5.27604 -1.62835
N 1.88107 -8.61481 1.82204
H -0.39882 -9.83248 1.04849
H -0.82022 -8.71358 -0.25941
H -0.80020 -8.17158 1.45749
H 1.59850 -8.83662 -0.17686
H 2.19408 -6.45942 0.46636
H 0.49903 -6.21668 0.91817
H 0.33366 -5.14163 -2.50467
H 1.96734 -5.18982 -2.05444
H 0.80709 -4.53915 -0.84140
H 1.74217 -9.57466 2.10402
H 2.86575 -8.48071 1.64172
C -2.40290 -1.39933 2.81187
C -3.61787 -0.60546 3.33740
C -3.67280 0.82968 2.74098
O -2.55755 1.61848 3.04301
C -2.25602 1.78175 4.40620
N -4.68384 -1.38907 2.84809
H -2.29077 -1.58784 1.74417
H -2.24078 -2.31879 3.37436
H -1.58134 -0.75890 3.13280
H -3.65007 -0.53777 4.42482
H -4.59632 1.30973 3.06464
H -3.75711 0.76907 1.65594
H -3.14485 2.06899 4.96796
H -1.55559 2.61478 4.34662
H -1.75963 0.91691 4.84638
H -4.58585 -2.39386 2.87806
H -4.67689 -1.27342 1.84476
C -3.07920 8.42218 0.41142
C -3.59735 8.38506 1.80379
C -2.87060 7.38363 2.75829
O -2.88499 6.09508 2.10887
C -2.45246 4.96439 2.98274
N -3.60920 9.66604 2.35654
H -2.12313 8.94539 0.39463
H -3.78165 9.06061 -0.12436
H -3.04850 7.46586 -0.11071
H -4.63924 8.06483 1.80478
H -3.51558 7.36322 3.63674
H -1.85279 7.68920 3.00075
H -3.02429 5.01819 3.90914
H -1.42004 5.09605 3.30656
H -2.43489 3.99737 2.48008
H -4.08271 10.36563 1.80296
H -4.11676 9.68312 3.22959
C 2.22626 -0.60566 2.96238
C 1.55236 0.34584 3.93144
C 0.96201 -0.37601 5.17426
O -0.15355 -1.22643 4.84075
C -0.43421 -2.08521 5.97769
N 2.49779 1.35379 4.35462
H 2.95182 -1.23161 3.48185
H 2.62075 -0.08974 2.08699
H 1.47888 -1.33940 2.66047
H 0.76857 0.89881 3.41377
H 0.58651 0.31564 5.92840
H 1.79630 -0.98960 5.51420
H -0.89700 -1.56743 6.81783
H 0.34850 -2.74914 6.34466
H -1.35741 -2.63488 5.79427
H 2.75451 1.97359 3.59961
H 2.12073 2.01553 5.01798
C -1.56805 0.98666 -1.59945
C -1.07556 1.01787 -0.11910
C 0.43105 0.82672 0.16034
O 1.09218 -0.34764 -0.40597
C 0.49958 -1.59339 -0.10412
N -1.58865 2.24673 0.40789
H -1.29885 1.86084 -2.19228
H -2.65611 1.05055 -1.61218
H -1.26005 0.08546 -2.12960
H -1.59121 0.20265 0.38847
H 0.57945 1.00928 1.22463
H 0.90028 1.71263 -0.26755
H -0.36361 -1.60640 -0.76957
H 0.28530 -1.91602 0.91475
H 1.14329 -2.39714 -0.46149
H -2.56220 2.34474 0.15752
H -1.59692 2.08779 1.40527
C 2.83971 6.14120 -0.99371
C 3.49010 4.83869 -1.47660
C 5.06490 4.86500 -1.49956
O 5.65773 5.79443 -2.37668
C 5.76132 5.40478 -3.75445
N 3.02661 3.76429 -0.67233
H 3.03123 6.93791 -1.71250
H 3.16534 6.47123 -0.00723
H 1.75132 6.08618 -0.97147
H 3.13187 4.77246 -2.50392
H 5.44881 3.86984 -1.72403
H 5.40847 4.97934 -0.47146
H 6.11960 6.25741 -4.33132
H 4.78494 5.13283 -4.15549
H 6.47127 4.58720 -3.87952
H 2.01818 3.72818 -0.71563
H 3.29212 2.88726 -1.09708
C 3.39525 -3.93975 5.69816
C 2.48994 -4.76853 4.84417
C 2.39946 -4.33280 3.34675
O 3.64309 -3.98370 2.73880
C 3.53695 -3.60925 1.38784
N 2.88123 -6.16572 5.09676
H 3.02995 -2.91279 5.69602
H 4.38700 -3.89424 5.24821
H 3.55829 -4.24390 6.73209
H 1.48104 -4.59650 5.21916
H 1.80338 -3.42056 3.32201
H 1.83418 -5.09038 2.80396
H 4.50010 -3.30676 0.97682
H 2.92048 -2.72625 1.21934
H 3.12837 -4.42816 0.79576
H 3.49660 -6.35993 4.31978
H 2.06036 -6.71400 4.88303
C -6.45227 -1.84782 -1.93143
C -5.17345 -2.06000 -1.17695
C -3.81407 -1.94506 -1.93801
O -3.73689 -3.03996 -2.77961
C -2.51957 -3.15355 -3.46746
N -5.19844 -1.18654 0.00436
H -7.31245 -2.27768 -1.41819
H -6.30771 -2.38670 -2.86780
H -6.62606 -0.79172 -2.13773
H -5.16078 -3.08463 -0.80538
H -2.95324 -1.99614 -1.27133
H -3.74516 -1.03788 -2.53832
H -2.27605 -2.36692 -4.18161
H -2.57574 -4.07056 -4.05402
H -1.68766 -3.29881 -2.77830
H -6.05950 -1.32749 0.51311
H -5.10426 -0.18613 -0.09763
C 0.62279 -6.18056 -5.92738
C -0.42293 -5.12775 -6.21859
C 0.16475 -3.74822 -6.11541
O 0.58305 -3.46995 -4.73735
C 1.00878 -2.12192 -4.41619
N -0.86202 -5.37136 -7.59997
H 1.46529 -6.16302 -6.61873
H 0.21175 -7.18431 -6.03520
H 0.98062 -6.07066 -4.90366
H -1.31440 -5.21228 -5.59711
H -0.63195 -3.04139 -6.34727
H 0.90908 -3.69591 -6.90999
H 1.43340 -2.13781 -3.41243
H 0.12859 -1.48050 -4.37212
H 1.69385 -1.71904 -5.16215
H -0.70638 -6.36361 -7.70635
H -0.23243 -4.94082 -8.26206
C 1.65807 1.89414 -3.68428
C 2.80418 1.03197 -3.26458
C 4.08695 1.57997 -3.85552
O 4.18748 1.36326 -5.26507
C 5.22013 2.10428 -5.85071
N 2.86419 0.99628 -1.85729
H 1.73505 2.03026 -4.76300
H 1.62561 2.85540 -3.17142
H 0.74039 1.31524 -3.58026
H 2.65869 0.02208 -3.64805
H 4.90010 1.06310 -3.34587
H 4.12392 2.62916 -3.56240
H 5.26716 1.68698 -6.85656
H 6.18107 1.87699 -5.38916
H 5.09209 3.18500 -5.78935
H 2.18429 0.39660 -1.41209
H 3.77184 0.66400 -1.56428
C -5.14147 2.35969 -2.04432
O -4.96183 2.07336 -0.67504
H -5.36944 3.41803 -2.17093
H -4.28188 1.95731 -2.58034
H -6.04337 1.87270 -2.41513
H -5.58511 2.62033 -0.19133
C -0.82368 5.70495 -0.35094
O -0.05615 4.57596 -0.50490
H -1.51663 5.76177 0.48853
H -0.21401 6.60469 -0.26796
H -1.36075 5.76252 -1.29770
H -0.51843 3.81775 -0.14018
C 1.05988 3.92864 2.46113
O 2.42824 3.63004 2.38059
H 0.62717 3.73961 3.44355
H 0.90492 4.97378 2.19327
H 0.49781 3.34039 1.73578
H 2.70895 3.79727 1.47792
*
```

Results
HOMO (alpha / beta) (eV): -10.04 / -10.04

These are the Mulliken partial charges, in e, on atoms 1 to 2: -1.43, 0.28

Record 3
The following is a quantum chemistry calculation of C43H26F16GeN4O4S2Sn as an isolated structure in a non-equilibrium geometry, from the OMol25 dataset.

Structure (ORCA input):
```
! RIJCOSX wB97M-V def2-TZVPD def2/J DEFGRID3
* xyz 2 1
Sn -0.35356 -0.06898 -0.21648
C -0.82996 1.96874 7.31243
C -1.95421 2.51873 6.44339
C -3.30725 2.26875 7.08946
C -4.41488 2.88623 6.25259
C -4.35941 2.34005 4.84975
C -5.48892 2.28266 4.07048
C -5.44067 1.72558 2.79381
F -6.56104 1.68378 2.06870
C -4.28799 1.21342 2.28002
C -3.11727 1.27032 3.05036
C -1.88902 0.71899 2.50583
O -1.91624 0.09837 1.38285
C -0.74059 0.89778 3.28528
C -0.83156 1.47602 4.53236
N -1.96234 1.90859 5.07464
C -3.14404 1.84330 4.33298
C 0.61268 0.44530 2.82684
O 1.48864 0.27053 3.64774
O 0.75793 0.24122 1.54179
H -1.04232 2.22444 8.34887
H 0.14420 2.39144 7.06825
H -0.77685 0.87997 7.24033
H -1.81913 3.59494 6.31252
H -3.30655 2.69544 8.09055
H -3.46221 1.18946 7.18405
H -4.29644 3.97312 6.22974
H -5.38818 2.67593 6.69357
H -6.43062 2.66594 4.44597
H -4.26210 0.77333 1.29414
H 0.07572 1.57920 5.10812
C -2.56589 -3.74568 2.24850
N -1.12200 -3.49802 2.26848
C -0.29042 -3.68333 3.33357
C 0.95653 -3.30212 2.95259
N 0.88393 -2.89123 1.64650
C -0.40899 -3.01720 1.22619
S -1.02956 -2.72881 -0.31083
C 2.01574 -2.41209 0.88351
C 3.27872 -2.82809 1.26026
C 4.36606 -2.36750 0.54071
C 4.15509 -1.51909 -0.52954
C 2.85451 -1.17051 -0.83631
N 1.79265 -1.60031 -0.14550
H -2.88034 -4.07422 3.23376
H -2.80626 -4.51069 1.51492
H -3.08804 -2.83066 1.97785
H -0.63666 -4.08232 4.27213
H 1.86538 -3.27316 3.52609
H 3.42570 -3.50914 2.08689
H 5.36622 -2.68094 0.80806
H 4.97914 -1.14010 -1.11707
H 2.64163 -0.51893 -1.67536
C 1.65493 2.99859 -1.99552
C 0.85561 3.25998 -0.73761
O -0.31530 2.39244 -0.63473
H 2.48410 3.70519 -2.05660
H 1.03818 3.11159 -2.89064
H 2.06501 1.98796 -1.98915
H 0.51313 4.29239 -0.69666
H 1.45084 3.04918 0.14773
H -0.94223 2.64913 -1.32635
F 0.12051 0.29137 -7.98036
C -0.55506 1.13392 -7.19348
C -0.68985 0.82343 -5.85051
C -1.38399 1.70728 -5.05045
F -1.50272 1.45869 -3.72364
C -1.92656 2.86962 -5.55330
F -2.57356 3.71435 -4.75505
C -1.76752 3.16285 -6.89714
F -2.25919 4.28617 -7.38129
C -1.07668 2.29361 -7.72775
F -0.90170 2.59852 -9.00176
Ge 0.21197 -0.75704 -5.17081
S 0.64652 -0.48679 -2.99454
C -0.81813 -2.39081 -5.37399
C -2.00219 -2.46782 -6.09150
F -2.48204 -1.38136 -6.69967
C -2.71300 -3.64926 -6.18428
F -3.84823 -3.70497 -6.86377
C -2.23524 -4.77810 -5.54136
F -2.91141 -5.90897 -5.61380
C -1.06404 -4.72591 -4.80312
F -0.63237 -5.80376 -4.15745
C -0.37379 -3.53750 -4.73583
F 0.76088 -3.48040 -4.01947
C 2.03033 -0.84316 -5.86411
C 2.84694 0.26323 -5.66395
F 2.30706 1.38338 -5.16148
C 4.19786 0.23575 -5.93224
F 4.96532 1.28713 -5.67581
C 4.75251 -0.93073 -6.43578
F 6.05180 -0.99001 -6.65599
C 3.96042 -2.03853 -6.68392
F 4.50771 -3.14621 -7.16061
C 2.61150 -1.98519 -6.39457
F 1.86098 -3.06287 -6.62365
*
```

Results
Energy relative to the best compared isomer or geometry (same formula, charge and spin) (kJ/mol): 307.2
HOMO (alpha / beta) (eV): -13.53 / -13.47

These are the Mulliken partial charges, in e, on atoms 1 to 2: 2.27, -1.79

- What is the formula in the second record?
  C43H122N10O13